Entry 1:
Molecular formula: C48H98B3F12N11
Method: DFT, the ωB97M-V functional and the def2-TZVPD basis

Positions of all 172 atoms, in Å:
C  15.6926  23.4738  13.9803
C  14.1978  23.5961  14.0991
N  13.5806  22.9317  15.2373
C  13.5964  21.5219  15.4719
C  12.8833  21.2849  16.6055
N  12.4200  22.5378  17.0061
C  12.8919  23.5014  16.2720
C  11.6989  22.7709  18.3009
H  16.1819  23.8750  14.8523
H  16.1055  24.0272  13.1330
H  16.0362  22.4279  13.8793
H  13.7897  23.0935  13.1898
H  13.8901  24.6461  14.1535
H  14.0327  20.9068  14.6734
H  12.6717  20.3884  17.1796
H  12.6413  24.5669  16.4375
H  10.6543  22.9867  18.0654
H  12.2667  23.5380  18.8391
H  11.6828  21.8936  18.9590
C  17.1809  10.4722  17.1158
C  18.4222  10.2500  17.8972
N  19.0305  8.8819  17.8649
C  19.5032  8.2664  16.7520
C  20.1268  7.0971  17.0862
N  20.0849  7.0757  18.5175
C  19.4173  8.1522  18.9229
C  20.6359  5.9327  19.3422
H  16.9610  11.5339  17.1426
H  16.3818  9.8164  17.5384
H  17.3458  10.1674  16.0713
H  18.1762  10.5629  18.9267
H  19.2922  10.8234  17.4588
H  19.2795  8.6974  15.7732
H  20.6831  6.3612  16.5654
H  19.2381  8.4173  19.9591
H  20.2895  5.0331  18.8524
H  20.1475  5.9284  20.2847
H  21.7133  6.0123  19.4453
C  10.3912  16.0996  11.5857
C  11.7472  16.7797  11.7971
N  12.8131  15.7896  11.8398
C  12.9832  14.7899  10.8760
C  14.0144  14.0378  11.2221
N  14.5355  14.6352  12.4261
C  13.8284  15.6808  12.7441
C  15.6063  14.0587  13.2986
H  10.2055  15.6974  10.5969
H  9.5097  16.6807  11.7566
H  10.3517  15.1997  12.1623
H  11.7840  17.3842  12.7119
H  11.9448  17.5389  11.0272
H  12.2541  14.7797  10.0830
H  14.3749  13.1056  10.8524
H  14.0312  16.3589  13.5683
H  16.2903  14.7889  13.6316
H  16.1711  13.2248  12.9222
H  15.1566  13.5952  14.2181
C  23.7338  10.2567  4.7309
C  23.9968  10.2367  6.2297
N  23.7601  8.8830  6.8087
C  22.5523  8.2482  6.8639
C  22.8532  6.9520  7.1364
N  24.2236  6.8198  7.1623
C  24.7266  8.0389  7.0013
C  24.9713  5.5894  7.3907
H  22.6583  10.2908  4.5598
H  24.0511  9.3042  4.3100
H  24.2108  11.0887  4.2676
H  23.3329  10.9538  6.7505
H  25.0541  10.5258  6.3406
H  21.6306  8.8435  6.8708
H  22.2271  6.1418  7.3563
H  25.8460  8.2910  6.9959
H  24.7663  5.2296  8.3827
H  26.0076  5.7233  7.1902
H  24.6400  4.8476  6.7182
C  21.4155  23.1924  16.2814
C  21.0932  22.6864  17.7100
C  22.4062  21.9083  18.1477
N  22.3818  21.1742  19.4451
C  21.7937  22.0727  20.5263
C  23.7762  20.7255  19.7046
C  23.6169  19.4884  20.6748
C  22.2495  18.9391  20.3625
C  21.5284  19.9057  19.4087
H  21.6711  22.4285  15.5816
H  22.3483  23.8422  16.3134
H  20.5628  23.7787  15.8780
H  20.2864  21.9382  17.6851
H  20.8632  23.4770  18.4472
H  23.2418  22.5848  18.1960
H  22.7621  21.2102  17.3779
H  21.8151  21.4917  21.4807
H  20.7191  22.2901  20.2999
H  22.3087  23.0557  20.5213
H  24.2505  21.6206  20.1156
H  24.1797  20.3272  18.7555
H  23.7230  19.8174  21.7695
H  24.4569  18.8858  20.4436
H  21.6773  18.7998  21.2612
H  22.2378  17.9022  19.9343
H  20.5925  20.1956  19.7513
H  21.4498  19.5471  18.3506
C  29.2149  19.3672  17.1441
C  29.5620  18.2644  16.1455
C  28.4833  17.2173  16.2423
N  28.8002  15.9766  15.5386
C  29.4727  16.2263  14.2359
C  27.5771  15.1436  15.3347
C  27.4715  14.2366  16.5651
C  28.7814  14.4082  17.3894
C  29.7316  15.0558  16.3854
H  29.2773  19.0127  18.2023
H  28.1811  19.6712  16.9967
H  29.9196  20.1917  17.0192
H  30.5635  17.9100  16.4998
H  29.5664  18.6180  15.1088
H  27.5885  17.5526  15.7922
H  28.1879  17.0055  17.2702
H  28.8805  16.7104  13.4931
H  29.6508  15.1957  13.8927
H  30.3501  16.7924  14.3388
H  27.7747  14.5036  14.5142
H  26.6750  15.6877  15.1479
H  27.3821  13.2031  16.2074
H  26.5433  14.4258  17.1374
H  29.0590  13.4471  17.8002
H  28.5002  15.1559  18.1958
H  30.0507  14.2855  15.6811
H  30.5328  15.7077  16.7112
C  21.0366  18.2478  9.9503
C  21.4148  17.3909  11.1883
C  20.2144  16.9685  12.0554
N  20.5206  16.9725  13.4955
C  21.7393  16.0916  13.7409
C  19.2395  16.4479  14.1648
C  19.2389  17.0212  15.5970
C  20.3466  18.1135  15.6124
C  20.7396  18.3534  14.1080
H  20.2903  18.9523  10.2371
H  20.5651  17.6409  9.1567
H  21.8911  18.7503  9.5404
H  22.1347  18.0344  11.7304
H  21.9761  16.4723  10.9069
H  19.8216  15.9365  11.9092
H  19.4054  17.7206  11.8718
H  22.6555  16.6103  13.5424
H  21.7059  15.3059  13.0503
H  21.7471  15.6541  14.7562
H  19.2568  15.3576  14.1652
H  18.3500  16.8135  13.6474
H  19.3303  16.2375  16.3380
H  18.2610  17.3997  15.7667
H  21.1886  17.8040  16.2469
H  20.0454  19.0818  16.0356
H  21.7989  18.5789  14.0592
H  20.1501  19.1862  13.7482
B  18.9032  12.3489  14.7174
F  18.0835  11.4157  14.0657
F  19.8309  11.6355  15.4685
F  19.6092  13.2522  13.8114
F  18.1098  13.1824  15.6433
B  15.7762  18.4054  13.5685
F  15.8014  19.5754  14.3831
F  14.6221  18.3902  12.7196
F  16.9583  18.3928  12.8263
F  15.7478  17.2239  14.3720
B  24.0996  16.8244  17.3240
F  24.7023  17.8987  18.0376
F  24.2548  15.6088  18.0284
F  22.6743  17.1492  17.3130
F  24.6687  16.7029  15.9696

Results
molecular weight = 1089.80 g mol⁻¹
LUMO energy = -0.2027 hartree
maximum force = 0.06699 hartree/bohr
DFT total energy = -3762.5376 hartree
orbital gap = 10.418 eV
charge = +4
2S+1 = 1

These are the Löwdin partial charges, in e, on atoms 1 to 6: C -0.07; C -0.18; N -0.03; C 0.04; C 0.01; N -0.11

---

Entry 2:
Molecular formula: C22H39Cl2MgN4O4
Method: DFT, the ωB97M-V functional and the def2-TZVPD basis

Positions of all 72 atoms, in Å:
O  0.7029  -0.1186  -2.5016
C  -0.5431  0.2472  -2.7888
C  -0.4475  1.6791  -3.4845
C  0.3130  2.6864  -2.8984
H  0.7165  2.5263  -1.8914
C  0.5920  3.8736  -3.5930
H  1.2482  4.6154  -3.1262
C  0.0066  4.0846  -4.8500
H  0.1844  5.0135  -5.3796
C  -0.8287  3.1005  -5.4102
H  -1.3149  3.2571  -6.3781
C  -1.0454  1.8908  -4.7258
H  -1.6640  1.0841  -5.1359
H  -0.9487  -0.4112  -3.5896
C  -2.6573  -1.0394  -1.6592
C  -1.9409  0.2891  -1.7958
H  -3.7094  -1.0208  -2.0266
H  -2.7612  -1.4097  -0.6117
H  -2.1265  -1.7900  -2.2524
C  -2.6395  1.4168  -1.5577
C  -4.0564  1.5721  -1.0421
H  -2.1866  2.3733  -1.7859
H  -4.7305  2.0676  -1.7724
H  -4.1097  2.2025  -0.1353
H  -4.5504  0.6180  -0.8077
Mg  -0.4427  -0.0111  0.6633
Cl  0.4002  2.2078  0.3726
Cl  -2.5784  0.0162  1.5568
H  4.6940  1.4056  -2.4655
H  4.8726  1.7812  0.0897
C  3.6169  1.4578  -2.2569
C  3.8008  1.5785  0.2078
N  3.3107  0.8714  -0.9651
H  3.0617  0.8986  -3.0213
C  2.5933  -0.2437  -0.8561
O  2.0646  -0.6704  0.1893
H  3.6239  0.9622  1.0983
H  2.5315  -0.7925  -1.8140
H  3.3154  2.5100  -2.2791
H  3.2718  2.5337  0.3101
H  -0.5329  -5.3390  0.8504
H  1.3285  -5.6988  -1.0716
C  -1.0104  -4.7316  0.0663
C  0.7768  -4.9383  -1.6422
N  0.0056  -4.0726  -0.7493
H  -1.6551  -3.9755  0.5206
C  0.2340  -2.7535  -0.6470
O  -0.4388  -1.9691  0.0710
H  1.4820  -4.3315  -2.2155
H  1.0589  -2.3780  -1.2641
H  -1.5978  -5.4076  -0.5678
H  0.1075  -5.4660  -2.3374
C  0.8352  2.2189  3.6711
N  0.4459  1.0488  4.4298
C  0.3464  1.2320  5.8612
C  0.2308  -0.1004  3.7290
O  0.5053  -0.0782  2.4907
N  -0.3005  -1.2535  4.2368
C  -0.5482  -1.6367  5.6094
C  -0.6378  -2.2816  3.2752
H  0.9429  3.0532  4.3720
H  0.0910  2.4604  2.8968
H  1.7792  2.0401  3.1398
H  -0.6855  1.1135  6.2175
H  1.0130  0.5431  6.3948
H  0.6634  2.2577  6.0726
H  -1.6045  -1.9340  5.7151
H  0.0851  -2.5026  5.8660
H  -0.3379  -0.8351  6.3045
H  -1.3908  -1.8819  2.5791
H  0.2399  -2.5799  2.6844
H  -1.0703  -3.1359  3.8109

Results
molecular weight = 518.79 g mol⁻¹
LUMO energy = 0.0886 hartree
maximum force = 0.04879 hartree/bohr
DFT total energy = -2502.3305 hartree
orbital gap = 6.186 eV
charge = -1
2S+1 = 1

These are the Löwdin partial charges, in e, on atoms 1 to 6: O -0.24; C -0.41; C -0.18; C -0.09; H 0.00; C -0.10